Below is the molecule C3H8BNO, with properties calculated with ωB97M-V/def2-TZVPD.

Structure (XYZ):
```
14
Properties=species:S:1:pos:R:3:lowdin_charge:R:1
B 1.170 -0.596 0.270 -0.113
C 0.363 -0.742 -1.088 -0.111
C -1.031 0.071 -1.042 -0.195
O -0.763 1.272 -0.302 -0.201
N -0.659 1.113 1.087 -0.072
C 0.600 0.308 1.394 -0.133
H 2.181 -1.222 0.501 0.072
H 0.911 -0.351 -1.979 0.105
H 0.266 -1.798 -1.346 0.087
H -1.425 0.513 -1.975 0.112
H -1.979 -0.490 -0.723 0.128
H -1.526 0.755 1.438 0.095
H 0.494 0.079 2.451 0.102
H 1.399 1.091 1.314 0.124
```

Calculated values
- LUMO level (eV) = 0.7
- energy above the lowest of the compared OMol25 structures with the same formula, charge and spin (kJ/mol) = 428.63
- total charge = 0
- M (u) = 84.91
- SMILES string = B1CCONC1
- HOMO-LUMO gap (eV) = 9.39
- calculated total energy (eV) = -7451.668



Below is the molecule C20H24N2O6S2, with properties calculated with ωB97M-V/def2-TZVPD.

Structure (XYZ):
```
54
Properties=species:S:1:pos:R:3:lowdin_charge:R:1
C 2.147 3.837 5.183 -0.047
C 1.025 3.581 4.226 -0.267
C -0.263 3.324 4.681 -0.028
C -1.293 3.081 3.786 -0.044
C -1.028 3.103 2.432 -0.283
S -2.311 2.735 1.250 0.700
O -3.500 2.344 1.950 -0.276
O -2.398 3.780 0.274 -0.268
N -1.580 1.418 0.497 -0.156
C -1.580 0.199 1.289 -0.138
C -1.453 -1.017 0.374 -0.150
N -0.433 -0.793 -0.631 -0.128
S 1.149 -1.120 -0.122 0.711
O 1.107 -1.640 1.215 -0.282
O 1.980 0.023 -0.373 -0.272
C 1.605 -2.439 -1.238 -0.265
C 1.633 -2.192 -2.597 -0.044
C 1.968 -3.219 -3.460 -0.025
C 2.277 -4.488 -2.975 -0.270
C 2.659 -5.583 -3.922 -0.048
C 2.240 -4.710 -1.603 -0.030
C 1.902 -3.688 -0.732 -0.047
C -0.583 0.397 -1.440 -0.288
O -0.750 0.084 -2.800 -0.074
C -2.037 -0.435 -3.102 -0.150
C -3.116 0.538 -2.630 -0.152
O -2.998 0.750 -1.239 -0.065
C -1.726 1.284 -0.908 -0.295
C 0.244 3.358 1.955 -0.047
C 1.266 3.597 2.854 -0.023
H 1.805 3.782 6.213 0.075
H 2.574 4.823 5.009 0.085
H 2.939 3.103 5.037 0.086
H -0.463 3.309 5.742 0.113
H -2.298 2.872 4.117 0.114
H -0.717 0.236 1.964 0.126
H -2.504 0.150 1.875 0.126
H -2.404 -1.218 -0.124 0.128
H -1.142 -1.887 0.952 0.122
H 1.384 -1.208 -2.962 0.110
H 1.992 -3.038 -4.525 0.117
H 1.986 -5.603 -4.777 0.081
H 3.668 -5.413 -4.297 0.087
H 2.635 -6.551 -3.430 0.076
H 2.476 -5.689 -1.214 0.113
H 1.867 -3.839 0.335 0.111
H 0.358 0.957 -1.394 0.151
H -2.059 -0.555 -4.186 0.131
H -2.166 -1.411 -2.617 0.129
H -4.116 0.133 -2.790 0.134
H -3.011 1.494 -3.162 0.137
H -1.638 2.291 -1.344 0.163
H 0.413 3.361 0.891 0.118
H 2.265 3.791 2.492 0.119
```

Calculated values
- LUMO level (eV) = 0.6
- energy above the lowest of the compared OMol25 structures with the same formula, charge and spin (kJ/mol) = 255.87
- total charge = 0
- M (u) = 452.55
- SMILES string = Cc1ccc(S(=O)(=O)N2CCN(S(=O)(=O)c3ccc(C)cc3)[C@H]3OCCO[C@H]32)cc1
- HOMO-LUMO gap (eV) = 10.02
- calculated total energy (eV) = -58064.093



Below is a cluster of 3 separate species, C33H54N2O12P2S2 in total, with properties calculated with ωB97M-V/def2-TZVPD.

Structure (XYZ):
```
105
Properties=species:S:1:pos:R:3:lowdin_charge:R:1
C -6.163 -2.837 -0.776 0.018
C -5.806 -1.583 -1.015 -0.169
C -4.380 -1.137 -1.228 -0.120
C -4.064 0.072 -0.382 -0.092
C -4.502 1.298 -0.687 -0.105
C -5.326 1.698 -1.882 -0.100
C -4.359 1.813 -3.105 -0.247
C -3.884 3.260 -3.341 -0.466
S -2.101 3.490 -3.220 0.956
C -1.447 2.514 -4.479 -1.089
S -2.287 1.797 -5.666 0.775
N -0.039 2.352 -4.410 -0.177
C 0.869 2.968 -5.229 -0.078
C 2.092 2.546 -4.822 -0.130
N 1.943 1.664 -3.782 0.068
C 0.673 1.565 -3.550 -0.167
C -4.095 2.395 0.253 -0.286
O -4.835 3.283 0.604 0.139
C -2.678 2.283 0.761 -0.125
C -1.879 3.554 0.854 -0.090
C -1.053 3.717 2.144 -0.128
O 0.292 4.132 1.854 -0.021
C 0.376 5.387 1.314 -0.491
O 0.211 6.364 1.996 0.140
C 0.708 5.532 -0.151 -0.149
C 2.134 6.078 -0.395 -0.065
C -2.246 1.060 1.054 0.069
C -3.201 -0.066 0.838 -0.296
O -3.301 -0.997 1.606 0.117
H -7.214 -3.090 -0.808 0.056
H -5.420 -3.577 -0.507 0.064
H -6.582 -0.825 -1.016 0.096
H -3.697 -1.965 -1.041 0.124
H -4.259 -0.867 -2.281 0.118
H -6.148 1.025 -2.100 0.108
H -5.672 2.712 -1.686 0.106
H -3.477 1.217 -2.862 0.080
H -4.777 1.364 -4.002 0.097
H -4.357 3.978 -2.673 0.082
H -4.160 3.562 -4.354 0.067
H 0.618 3.647 -6.025 0.123
H 3.048 2.834 -5.223 0.101
H 0.247 0.960 -2.767 0.132
H -1.255 3.603 -0.040 0.101
H -2.584 4.384 0.780 0.125
H -1.503 4.533 2.714 0.128
H -1.040 2.829 2.765 0.122
H 0.613 4.586 -0.686 0.095
H -0.061 6.179 -0.574 0.123
H 2.587 5.502 -1.201 0.069
H 2.074 7.103 -0.752 0.074
H 2.772 5.986 0.479 0.081
H -1.236 0.880 1.402 0.138
C 1.918 -3.787 -4.239 -0.075
C 3.114 -4.720 -4.289 -0.280
O 4.198 -4.148 -5.018 -0.182
P 5.239 -3.151 -4.285 0.472
O 5.628 -3.739 -2.990 -0.225
O 6.528 -3.347 -5.240 -0.197
C 7.797 -3.727 -4.711 -0.289
C 8.020 -5.216 -4.869 -0.076
O 4.857 -1.778 -5.026 -0.165
C 4.058 -0.763 -4.378 -0.271
C 4.362 -0.611 -2.904 -0.093
H 2.132 -2.913 -3.617 0.060
H 1.052 -4.296 -3.814 0.078
H 1.665 -3.432 -5.238 0.083
H 3.431 -4.995 -3.280 0.109
H 2.844 -5.638 -4.810 0.118
H 7.894 -3.425 -3.669 0.104
H 8.550 -3.177 -5.279 0.115
H 7.214 -5.784 -4.404 0.075
H 8.967 -5.517 -4.419 0.075
H 8.035 -5.486 -5.926 0.076
H 3.000 -0.979 -4.539 0.095
H 4.271 0.172 -4.893 0.109
H 4.064 -1.503 -2.343 0.068
H 3.820 0.241 -2.498 0.060
H 5.432 -0.464 -2.744 0.086
C -0.191 -2.656 9.597 -0.074
C -1.360 -2.857 8.650 -0.279
O -1.648 -1.673 7.909 -0.181
P -0.842 -1.345 6.548 0.472
O -0.771 -2.568 5.727 -0.220
O -1.915 -0.398 5.808 -0.193
C -2.379 -0.678 4.484 -0.287
C -3.717 -1.384 4.518 -0.070
O -0.003 -0.059 7.041 -0.168
C 1.396 -0.142 7.370 -0.264
C 2.175 -1.072 6.463 -0.088
H 0.744 -2.542 9.040 0.061
H -0.082 -3.514 10.261 0.079
H -0.334 -1.758 10.198 0.083
H -1.171 -3.697 7.977 0.109
H -2.260 -3.089 9.219 0.118
H -1.639 -1.250 3.927 0.103
H -2.485 0.286 3.981 0.103
H -3.677 -2.296 5.114 0.080
H -4.044 -1.640 3.517 0.048
H -4.471 -0.741 4.977 0.081
H 1.505 -0.437 8.417 0.104
H 1.789 0.871 7.282 0.119
H 1.868 -2.113 6.602 0.068
H 3.242 -1.008 6.676 0.082
H 2.009 -0.817 5.415 0.087
```

Calculated values
- LUMO level (eV) = -1.3
- total charge = 0
- M (u) = 796.88
- SMILES string = C=CCC1=C(CCCSC(=S)n2ccnc2)C(=O)C(CCOC(=O)CC)=CC1=O.CCOP(=O)(OCC)OCC.CCOP(=O)(OCC)OCC
- HOMO-LUMO gap (eV) = 8.34
- calculated total energy (eV) = -102896.161



Below is a cluster of 2 separate species, C2H5Cl2N in total, with properties calculated with ωB97M-V/def2-TZVPD.

Structure (XYZ):
```
10
Properties=species:S:1:pos:R:3:lowdin_charge:R:1
C 1.416 0.693 0.764 -0.051
C 0.688 -0.176 0.091 -0.835
N 0.000 0.076 -1.018 -0.006
Cl 0.647 -1.987 0.357 0.552
H 1.326 1.793 0.506 0.084
H 1.782 0.433 1.743 0.042
H -0.609 -0.704 -1.391 0.042
H -0.449 0.946 -1.020 0.075
Cl -2.803 -1.505 -0.299 0.264
H -2.621 -0.899 0.880 -0.166
```

Calculated values
- LUMO level (eV) = 0.5
- energy above the lowest of the compared OMol25 structures with the same formula, charge and spin (kJ/mol) = 59.27
- total charge = 0
- M (u) = 113.97
- SMILES string = C=C(N)Cl.Cl
- HOMO-LUMO gap (eV) = 9.16
- calculated total energy (eV) = -28689.249



Below is a structure of composition C3H2HgO3, with properties calculated with ωB97M-V/def2-TZVPD.

Structure (XYZ):
```
9
Properties=species:S:1:pos:R:3:lowdin_charge:R:1
C -0.163 -0.607 -2.703 0.169
C -0.095 -0.935 -1.528 -0.199
O -0.126 -0.682 -0.258 -0.033
C 0.378 0.605 0.304 -0.489
O 0.323 1.648 -0.434 0.233
O 1.099 0.412 1.245 -0.065
H 0.022 -0.707 -3.760 0.064
Hg 1.604 -1.610 1.954 1.091
H -0.121 1.477 -1.391 0.229
```

Calculated values
- LUMO level (spin up / spin down) (eV) = -4.5 / -7.9
- energy above the lowest of the compared OMol25 structures with the same formula, charge and spin (kJ/mol) = 252.87
- total charge = +1
- M (u) = 286.64
- <S²> = 0.752
- HOMO-LUMO gap (spin up / spin down) (eV) = 9.81 / 6.47
- calculated total energy (eV) = -13448.797
- spin multiplicity = 2



Below is a cluster of 5 separate species, C13H41N4O4 in total, with properties calculated with ωB97M-V/def2-TZVPD.

Structure (XYZ):
```
62
Properties=species:S:1:pos:R:3:lowdin_charge:R:1
N -0.049 -0.991 0.359 0.265
H 0.296 -0.107 0.015 0.034
H 0.185 -1.087 1.337 0.042
H 0.399 -1.746 -0.140 0.077
H -1.054 -0.899 0.318 0.033
C 2.865 -2.365 -1.189 -0.176
O 1.538 -2.722 -1.228 -0.112
H 3.496 -2.864 -1.924 0.098
H 3.138 -1.319 -1.333 0.067
H 3.371 -2.572 -0.246 0.081
H 1.471 -3.411 -1.893 0.110
C 2.149 -2.588 3.885 -0.030
C 1.538 -1.191 3.628 -0.402
C 2.424 -0.302 2.644 -0.119
O 1.794 0.945 2.294 -0.271
C 1.534 1.879 3.302 -0.094
N 0.195 -1.331 3.090 0.021
H 1.449 -3.222 4.429 0.083
H 3.056 -2.613 4.489 0.085
H 2.336 -3.026 2.905 0.077
H 1.296 -0.600 4.512 0.124
H 2.560 -0.755 1.662 0.111
H 3.380 -0.024 3.089 0.134
H 0.777 2.575 2.941 0.093
H 2.473 2.384 3.530 0.100
H 1.126 1.412 4.199 0.086
H -0.427 -1.561 3.852 0.109
H 0.140 -0.322 3.066 0.060
C 0.307 1.230 -2.519 -0.053
C 1.447 1.792 -1.684 -0.386
C 1.681 3.270 -1.883 -0.077
O 2.568 3.886 -0.950 0.117
C 2.871 5.258 -1.210 0.062
N 0.905 1.410 -0.401 0.033
H 0.399 1.375 -3.596 0.094
H -0.587 1.806 -2.279 0.094
H 0.066 0.167 -2.504 0.091
H 2.290 1.149 -1.937 0.156
H 0.700 3.743 -1.863 0.181
H 1.999 3.498 -2.900 0.173
H 3.518 5.763 -0.493 0.137
H 1.984 5.892 -1.179 0.152
H 3.056 5.428 -2.271 0.145
H 1.596 1.901 0.148 0.079
H 0.068 1.915 -0.145 0.117
C -2.367 -2.780 -1.547 -0.041
C -2.835 -1.318 -1.517 -0.411
C -4.360 -1.268 -1.927 -0.188
O -4.849 0.023 -1.622 -0.192
C -6.260 0.038 -1.524 -0.099
N -2.618 -0.827 -0.196 0.020
H -2.534 -3.122 -2.568 0.086
H -2.987 -3.421 -0.921 0.091
H -1.323 -3.012 -1.336 0.057
H -2.451 -0.619 -2.260 0.132
H -4.841 -2.047 -1.336 0.128
H -4.449 -1.485 -2.992 0.137
H -6.703 1.018 -1.701 0.092
H -6.554 -0.266 -0.520 0.093
H -6.844 -0.561 -2.223 0.095
H -3.247 -0.038 -0.243 0.089
H -3.102 -1.375 0.502 0.114
```

Calculated values
- LUMO level (spin up / spin down) (eV) = -5.3 / -11.8
- total charge = +2
- M (u) = 317.49
- <S²> = 0.754
- HOMO-LUMO gap (spin up / spin down) (eV) = 9.15 / 2.59
- calculated total energy (eV) = -28275.408
- spin multiplicity = 2



> Number 6 is which compound?

C13H41N4O4



> The highest M belongs to which entry?

C33H54N2O12P2S2